No. 1
122
Properties=species:S:1:pos:R:3:forces:R:3 method="wB97M-V/def2-TZVPD" lumo_energy_ev=0.504 e_tot_ha=-2462.733690 multiplicity=1
H -5.305 2.805 -0.162 -0.002 -0.020 -0.017
H -0.610 -2.138 -2.188 -0.212 -0.077 0.006
C 5.027 0.109 6.044 0.015 0.049 -0.077
H -2.007 2.265 -0.705 0.040 -0.011 -0.033
C -5.442 4.410 1.254 -0.046 -0.034 0.065
C -1.517 2.313 -6.165 -0.043 0.032 -0.063
H -8.400 4.962 0.015 -0.010 0.026 0.043
H 6.100 -4.094 -1.871 0.119 -0.085 -0.010
C -8.192 3.247 1.341 -0.061 0.088 0.062
O -2.291 -0.370 1.405 0.056 -0.034 -0.030
C 10.434 -2.238 -4.821 0.027 -0.038 0.083
H -13.448 -2.594 2.633 -0.012 -0.003 -0.020
C 7.094 0.090 3.903 0.027 0.081 0.003
H 6.310 -1.437 -1.028 0.029 0.162 -0.090
C -0.824 3.647 -5.943 0.020 -0.018 0.077
H 0.988 -0.340 -4.226 0.347 -0.040 -0.070
H -2.810 1.129 2.735 -0.018 0.003 -0.010
C 5.686 -1.114 5.432 -0.022 -0.025 0.083
H -5.014 3.838 2.079 0.012 -0.006 0.002
N 2.303 -4.703 -1.592 -0.083 -0.015 -0.112
C -9.993 0.011 3.505 -0.035 -0.043 -0.092
H 9.471 -0.429 -4.135 0.035 -0.009 0.018
H -1.348 0.826 -3.238 -0.025 -0.029 -0.036
H 3.549 -2.560 -1.345 -0.131 -0.188 -0.012
H -1.038 4.320 -6.775 0.009 -0.006 -0.026
H -1.039 2.540 -3.488 -0.041 0.038 -0.037
C -2.355 0.332 0.169 0.034 0.044 -0.087
H -2.597 2.459 -6.277 0.003 0.024 0.032
H 6.666 1.072 4.135 0.013 -0.006 0.038
H 8.837 -1.079 4.404 0.014 -0.005 -0.011
C 3.121 -4.980 -0.666 -0.031 0.023 0.157
H 4.014 -1.500 1.009 -0.189 -0.049 -0.003
H -11.265 1.701 3.871 -0.013 0.013 -0.008
C 4.676 -0.957 0.331 0.783 0.441 -0.397
H -3.348 0.219 -0.283 -0.018 0.029 0.033
H -0.985 1.914 0.694 0.018 0.005 -0.010
O -7.064 2.622 0.761 0.029 -0.168 -0.007
H 4.661 -0.129 7.043 -0.015 -0.019 0.005
H -12.605 -1.818 3.969 0.026 -0.038 -0.023
B 3.866 0.158 -0.385 0.480 0.625 -0.088
H -4.944 -0.873 1.816 0.006 -0.019 0.008
H -3.695 1.093 -3.994 -0.007 -0.016 0.021
H -14.138 -1.155 3.400 -0.011 -0.002 -0.002
H -9.398 0.163 4.405 0.009 0.031 0.006
H 4.676 -2.076 -2.566 -0.064 0.077 -0.093
H 11.400 -2.067 -4.343 0.005 0.044 -0.024
N 2.752 -5.264 0.661 0.369 -0.476 -0.209
H -5.192 0.487 2.924 -0.004 -0.012 0.020
H 6.507 -1.466 6.068 0.016 0.038 -0.002
H 1.361 -4.690 -1.208 -0.103 0.058 -0.048
H 7.299 0.084 2.832 -0.028 -0.029 -0.015
B 2.100 0.220 -1.813 0.236 0.682 -0.915
H -3.336 2.156 -2.627 0.007 -0.026 0.030
O 9.083 -1.949 -2.780 -0.129 -0.042 0.044
H 1.698 -2.154 -3.123 0.514 0.184 -0.205
H 11.004 -2.449 -2.183 0.009 0.028 -0.031
C -4.604 0.129 2.078 -0.009 0.009 -0.058
H -2.952 -0.532 3.285 0.019 -0.023 -0.015
H 9.097 0.673 4.429 0.009 0.004 -0.026
H -9.865 4.518 0.886 -0.022 -0.020 0.010
H -1.162 1.867 -7.095 -0.002 -0.016 -0.005
H -9.312 3.535 -0.479 -0.019 -0.010 -0.003
H -9.474 0.467 2.662 0.039 -0.008 0.000
H -4.819 0.785 1.234 -0.046 0.040 0.044
C -8.985 4.118 0.382 0.084 0.008 -0.069
H 1.330 1.574 1.149 0.037 0.299 -0.030
H 0.256 3.510 -5.875 0.014 0.003 -0.008
C -13.209 -1.629 3.081 0.002 0.067 0.062
H -6.459 4.045 -0.619 -0.019 0.026 0.029
H 11.034 0.052 -2.624 0.046 -0.021 0.006
C -1.628 1.686 -3.846 0.031 0.049 0.198
C -6.068 3.477 0.232 0.048 0.050 -0.048
H -4.647 4.991 0.786 0.020 -0.012 -0.011
H -11.575 -1.254 1.718 0.010 -0.004 0.039
O 6.132 -0.929 4.101 -0.010 -0.047 -0.114
H -13.120 -0.606 1.196 -0.003 0.018 -0.014
H 3.583 -5.372 1.224 0.039 -0.009 0.115
O 1.453 1.138 -1.036 -0.480 -0.599 0.536
H 4.183 0.433 5.434 -0.011 -0.001 0.000
O 3.461 0.095 -1.721 -0.207 -0.892 0.315
H -2.677 2.358 0.924 -0.038 0.010 -0.056
H 2.199 -6.108 0.719 -0.336 0.165 0.125
C 8.389 -0.121 4.669 -0.038 -0.063 0.043
C -1.988 1.803 0.283 -0.060 0.000 0.113
C 9.306 -1.512 -4.108 0.010 0.051 -0.084
H -8.820 2.426 1.688 0.007 -0.021 0.002
H 9.798 -2.193 -0.934 -0.018 -0.017 0.003
H -10.046 -1.063 3.321 -0.010 -0.010 0.057
H 5.381 -0.446 0.991 -0.038 0.014 0.233
H -1.160 4.135 -5.028 -0.037 0.015 -0.021
O -12.193 0.549 2.532 -0.039 0.083 -0.039
O -1.246 1.345 -5.171 0.075 -0.076 -0.001
C -3.113 1.958 -3.676 -0.017 0.010 -0.187
H -11.874 0.203 4.552 0.002 -0.034 -0.021
C -12.486 -0.757 2.070 0.013 -0.084 -0.051
H 4.964 -1.928 5.372 -0.003 -0.018 -0.017
C -11.368 0.633 3.679 0.043 0.005 0.105
N 4.529 -4.973 -0.852 -0.158 0.402 -0.352
C 10.642 -0.374 -1.700 -0.061 0.029 -0.058
P 1.016 -0.939 -2.945 -1.070 -0.184 0.110
H 4.783 -5.915 -1.127 0.258 -0.129 0.362
N -0.434 -1.155 -2.342 0.299 0.086 0.140
C -3.128 0.124 2.431 -0.034 0.056 0.063
C 5.454 -1.923 -0.564 -0.211 -0.597 0.241
H -7.901 3.820 2.230 0.011 0.033 -0.031
H 8.365 -1.701 -4.625 -0.019 0.001 0.013
H 10.508 -1.887 -5.850 -0.021 -0.003 -0.019
H -1.650 -0.168 -0.493 0.010 -0.045 0.020
B 2.023 1.367 0.210 0.012 0.688 -0.183
O 3.389 1.263 0.324 -0.358 -0.795 0.533
H 5.872 -2.699 0.080 0.086 -0.047 0.076
H 5.718 0.948 6.136 0.019 -0.018 0.046
C 10.169 -1.806 -1.883 0.075 -0.012 0.050
H -3.448 2.822 -4.254 0.006 0.030 0.043
H 8.234 -0.110 5.749 0.001 0.054 0.002
H 4.707 -4.363 -2.896 -0.244 -0.027 -0.050
H 10.250 -3.313 -4.832 -0.005 -0.012 -0.012
H 11.438 -0.339 -0.955 -0.002 -0.008 0.022
H 9.821 0.259 -1.360 -0.003 0.005 0.010
H -6.166 5.111 1.670 0.003 0.029 -0.037
C 5.011 -4.050 -1.897 0.078 -0.171 0.008
C 4.596 -2.621 -1.629 0.280 0.458 -0.078



No. 2
115
Properties=species:S:1:pos:R:3:forces:R:3 method="wB97M-V/def2-TZVPD" lumo_energy_ev="-10.163 / -18.482" charge=+5 e_tot_ha=-1822.990435 s2=0.7532 multiplicity=2
H 0.193 -4.680 -0.679 -0.543 0.664 0.854
C 1.567 5.449 -3.267 -0.225 -1.257 3.216
H -3.612 0.687 -2.482 -0.097 -1.027 0.466
H -4.075 -1.393 1.699 -0.243 -0.152 -0.294
O 2.434 1.158 3.153 0.064 -0.634 -0.181
H -7.232 -0.911 0.171 -0.151 0.428 0.179
H 2.582 -1.369 2.645 0.100 0.124 -0.082
H 1.714 7.486 -2.608 -0.271 0.474 1.872
N -5.136 -0.598 -0.062 1.700 0.725 2.288
H -4.047 -1.844 -1.474 0.029 0.162 0.402
C 2.495 -1.821 1.657 1.618 0.041 -0.874
C 1.960 6.920 -3.506 2.070 -1.037 -4.136
H -2.375 -5.102 -3.381 0.477 0.235 0.311
H -0.043 4.063 -0.626 -0.522 -0.098 -0.158
C -4.993 -1.795 -0.934 -1.065 0.316 0.506
H 0.510 0.076 2.204 -0.448 -0.029 -0.481
C 3.345 -3.997 2.632 -0.364 1.485 -0.536
H 1.303 7.259 -4.307 0.121 0.212 -0.030
C 2.643 -0.789 0.476 -0.696 -0.564 0.253
H 5.167 -1.499 1.162 0.444 -0.201 0.240
H -2.303 -7.366 -1.140 0.134 0.152 0.228
H -0.415 2.349 1.585 0.693 -0.231 0.840
H -2.360 1.878 4.643 -0.033 -0.200 0.410
H -0.063 -0.850 3.518 -0.298 0.027 0.286
H -1.899 0.200 5.175 0.806 0.241 -0.130
H 4.181 -4.696 2.671 -0.313 -0.106 -0.299
H -3.052 -4.043 0.109 0.867 0.263 -0.065
H -0.933 -6.931 -2.188 -0.298 0.028 -0.171
H -3.865 0.340 1.493 -0.362 0.069 -0.278
H -0.147 2.782 4.628 -0.051 0.222 -0.484
C 2.390 2.950 -0.131 -1.583 2.418 -1.059
H 2.672 -4.007 0.034 0.000 0.243 -0.135
H -0.296 3.615 -2.368 0.426 0.391 0.029
C -0.404 -0.158 2.749 1.395 -0.058 1.262
H 5.046 -1.984 2.912 0.068 0.025 -0.140
H -3.324 -5.701 0.204 0.378 -0.521 -0.070
H 2.332 0.210 0.779 -0.203 -0.126 0.427
O 1.912 -1.198 -0.663 0.958 -0.318 -0.083
H 3.991 -2.986 -0.632 0.136 0.004 0.383
C 3.559 1.813 -1.842 1.932 0.614 -0.291
H 2.366 -4.383 2.350 0.352 -0.570 0.053
C 5.019 -2.313 1.873 -1.367 -0.523 -0.399
H -0.987 -1.568 -0.412 -0.137 1.810 0.869
H 4.403 3.460 -0.681 0.185 -0.332 0.578
H 0.482 5.412 -3.176 0.064 -0.027 0.174
N 1.762 3.435 -1.492 -1.397 -2.381 -1.074
C 3.675 -3.613 0.202 -0.530 -0.101 1.601
H 2.328 3.767 0.588 -0.032 0.180 -0.070
H 3.940 6.822 -4.547 0.383 -0.580 -1.642
H -2.202 1.031 -0.835 0.811 -0.513 0.183
H 3.351 4.839 -2.001 -0.065 -0.550 -0.303
H 0.154 -2.416 -1.901 0.283 -0.142 0.140
H 1.515 2.840 2.468 -0.767 -0.023 -0.048
C -2.510 -4.988 0.078 -0.447 -0.190 -0.006
H -2.946 -0.760 0.475 -0.338 -0.035 -0.430
H -5.158 -2.569 -0.185 0.327 -0.676 -0.695
H 4.016 1.903 0.283 1.270 0.261 -0.098
N -1.832 -5.241 -1.226 1.451 -0.517 -1.169
C -3.911 -0.609 0.959 -0.809 0.257 -0.466
H 0.035 -4.858 -2.269 -0.767 0.034 -0.773
C -2.790 -4.963 -2.383 -0.142 -0.758 1.192
H -5.822 -1.769 -1.642 0.024 -0.219 -0.017
C -4.002 1.209 -1.608 0.516 1.206 1.327
H 1.705 2.173 0.208 0.334 -0.370 -0.221
H 1.015 -0.860 -0.622 -0.881 0.607 0.243
H 4.303 -4.475 0.424 0.302 0.201 -0.613
C -1.415 -6.740 -1.229 0.182 0.759 -1.031
C -0.523 -4.401 -1.452 -0.296 -0.752 -0.715
H 3.678 -0.663 0.159 0.121 -0.288 0.133
C 0.336 1.907 4.193 -0.147 -0.406 -0.624
H 2.402 2.743 -3.412 -0.095 -0.170 0.004
H -1.830 1.539 1.472 -0.352 -0.701 0.613
H -0.185 2.349 -1.235 0.638 -0.196 0.513
H 3.326 1.455 2.961 0.284 -0.056 0.197
H -3.168 -3.960 -2.183 -0.132 -0.225 -0.437
H 2.001 5.400 -1.098 -0.073 0.492 -0.122
N 3.628 -2.885 1.578 -0.305 -0.537 0.160
H 2.198 3.014 4.012 -0.178 -0.085 0.545
H -4.373 2.100 -2.115 -0.220 0.317 0.299
H 1.634 1.427 -2.490 -0.796 0.628 0.156
H -1.177 -0.642 2.152 0.013 0.587 -0.024
H -1.760 2.875 2.598 0.128 0.042 0.139
C 1.652 2.295 3.401 -1.200 0.106 0.713
C 3.767 2.588 -0.527 -0.509 -1.568 0.239
C -1.212 2.002 2.242 -1.304 1.145 -0.538
H -1.737 -5.128 0.834 -0.421 0.312 0.198
F -0.654 0.026 -0.424 0.241 0.058 -0.098
H 1.540 -2.342 1.588 0.074 -0.056 -0.176
H 3.558 0.726 -1.753 0.151 0.198 0.090
C -5.220 0.720 -0.794 0.688 -0.281 -1.895
H -2.869 0.465 3.753 0.250 0.009 -0.319
O -1.224 -2.495 -0.347 -0.407 -0.075 -1.424
H -3.560 -5.726 -2.270 -0.311 0.311 -0.056
H -5.527 1.524 -0.125 0.116 -0.291 0.131
C 2.292 2.294 -2.425 -1.386 0.727 -0.443
H 3.235 -3.537 3.614 0.155 0.170 -0.083
C 0.184 3.357 -1.424 1.302 0.653 0.095
H -0.632 -6.967 -0.506 -0.462 0.340 0.466
C -0.791 -2.898 -1.650 1.219 -2.150 1.124
H 3.408 8.358 -4.104 0.401 0.600 -0.829
H -5.952 0.611 -1.594 -0.650 -0.209 0.413
H 4.317 2.148 -2.550 0.547 -0.680 0.245
H 5.669 -3.171 1.703 0.392 0.466 0.055
C 2.263 4.787 -1.961 -1.248 0.904 -0.025
C 3.388 7.326 -3.754 -2.283 0.745 3.403
H 0.563 1.309 5.075 0.256 -0.391 -0.311
N -0.839 1.141 3.402 0.819 -0.514 -0.480
C -6.402 -0.694 0.843 0.821 0.128 -1.207
H -6.332 -1.507 1.566 0.335 0.111 -0.106
H -1.386 -2.703 -2.542 -0.825 0.081 0.401
H 4.024 7.235 -2.873 0.174 -0.218 -0.001
H -6.415 0.291 1.309 -0.602 -0.343 0.160
C -2.046 0.880 4.336 -0.002 1.106 -0.924
O -2.941 1.629 -0.701 -0.876 -0.076 -0.905
H 1.775 4.910 -4.192 0.499 0.218 -0.529



No. 3
120
Properties=species:S:1:pos:R:3:forces:R:3 method="wB97M-V/def2-TZVPD" lumo_energy_ev="-2.538 / -7.875" charge=+1 e_tot_ha=-2088.217415 s2=0.7544 multiplicity=2
C 3.139 3.800 -0.680 -1.411 0.135 0.484
H -2.400 -1.052 -1.051 -0.491 0.378 0.009
C -0.329 -5.206 -2.951 -0.208 -0.570 -0.212
H -1.330 -3.688 1.446 0.818 -0.004 0.238
C -2.545 1.446 2.021 1.102 0.001 1.266
C -1.098 3.452 -0.327 2.518 0.145 0.220
H 0.325 5.328 -4.554 0.076 -0.495 0.914
H 0.773 7.642 -5.355 0.670 0.341 0.052
C 2.246 3.220 1.685 0.195 -2.161 -1.867
H 3.530 -0.864 5.322 0.295 -0.235 -0.142
H 0.501 -1.741 -0.011 0.482 -0.486 0.616
H 0.547 -3.644 6.084 1.058 0.780 -0.416
H 4.033 -2.872 -6.115 -0.452 -0.280 0.243
H -2.959 -3.520 -0.396 0.038 -0.110 0.162
H 5.372 -2.050 3.592 -0.150 -0.330 0.301
H -0.585 3.376 0.631 -1.481 0.205 1.046
C 3.850 -2.051 -5.422 -1.285 1.815 -0.235
O -3.527 1.905 4.242 0.574 -0.165 0.185
C 2.973 7.659 -3.817 0.748 0.620 0.185
H -0.945 -3.370 6.552 -0.957 0.318 -0.116
H -0.341 -5.925 -0.880 0.820 0.211 -0.244
C -0.685 -6.493 -3.581 1.032 -2.206 -0.483
H -0.426 0.227 6.726 -0.211 0.480 -0.489
H 1.604 4.099 1.750 0.267 0.030 -0.078
H -5.665 2.132 3.126 -0.439 0.141 -0.032
H 2.622 4.693 -0.329 0.271 0.553 -0.427
C 2.420 -0.996 -3.523 0.993 -1.300 0.172
H 0.338 8.283 -3.710 -0.288 0.226 -0.282
H -1.867 -0.719 6.429 -0.196 -0.560 0.291
H -1.740 -2.774 4.332 -0.135 0.235 -0.131
H -1.818 -5.389 -1.391 -0.348 0.300 -0.642
H 4.214 3.885 -0.523 -0.179 -0.084 0.119
H -3.458 5.228 -1.808 0.374 0.670 0.756
H -3.640 -2.042 0.397 -0.031 0.006 -0.414
C -1.728 4.812 -2.987 -1.993 0.000 2.249
H -2.323 -1.792 -2.618 0.203 0.022 -0.105
C 2.617 -2.183 -4.455 2.440 -1.644 -1.519
H 2.567 -1.843 2.471 -0.249 0.373 0.154
H -2.163 -0.024 -2.515 0.109 0.064 0.131
C 2.505 2.680 0.179 1.143 1.868 0.610
H 4.781 -1.865 -4.886 -0.215 0.049 0.232
H -0.142 3.764 -0.748 0.169 -0.466 -1.603
H 1.954 -0.677 4.578 -0.122 -0.241 0.222
H -1.409 2.441 -0.593 -0.311 0.268 -0.448
H -2.310 -5.041 1.006 0.458 -0.706 0.031
H 3.456 1.095 0.860 -0.063 -0.351 0.459
H 1.771 2.374 2.182 -0.256 0.117 0.337
H 2.513 -2.322 5.046 -0.074 0.182 0.230
C -2.157 -4.306 1.796 0.812 -0.695 -0.314
O -1.030 -4.243 -3.663 -0.846 1.974 -0.833
H 3.224 3.310 2.157 -0.058 0.534 -0.064
H -0.544 -7.302 -2.863 0.225 -0.271 -0.151
H 1.873 -1.330 -2.641 -0.456 0.185 -0.167
H -0.875 -0.366 5.035 -0.243 0.938 -0.133
H -3.101 3.598 -1.719 0.004 -0.430 -1.457
C -0.720 -3.153 4.395 -0.898 0.782 0.350
H -0.553 -4.158 -1.234 -0.074 -0.049 0.750
C 2.809 -1.347 4.661 0.034 -0.469 -2.310
H 3.339 7.481 -4.828 -0.071 0.821 -0.287
O 0.002 -0.625 1.771 1.209 -0.160 -0.947
H -4.619 -3.535 0.376 -0.172 0.322 -1.310
H -1.533 1.514 2.419 0.203 0.480 0.025
H -1.756 -6.072 2.848 0.295 -0.085 0.781
H 3.198 -4.096 -4.257 -0.049 0.228 -0.276
H 0.707 -4.882 -3.055 0.518 -0.808 0.370
O -3.293 -3.525 1.722 -0.122 0.701 1.150
H -0.445 6.434 -2.225 -0.469 0.203 1.190
H -0.102 -2.506 3.772 0.125 -0.076 -0.435
H 4.116 -3.362 3.231 0.687 -0.444 0.650
H -2.765 -4.897 3.770 -0.261 -0.403 -0.118
H 1.617 2.308 -0.333 -0.597 0.157 0.342
H 3.608 -1.181 -6.031 0.502 0.239 -0.414
H -0.643 -4.332 -4.537 -0.391 0.479 -0.397
C 0.688 7.429 -4.289 -0.159 -2.627 1.215
H -5.199 0.777 2.148 0.838 -0.208 0.192
H -5.259 2.373 1.462 0.121 0.088 -0.124
H 3.436 -0.859 -3.153 -0.009 0.769 0.142
H 4.855 -2.507 1.979 -0.107 0.531 -0.203
C 3.349 -1.520 3.157 -0.132 3.268 1.855
C -1.868 -5.036 3.166 -0.868 1.765 -0.771
H 4.270 0.266 3.446 -0.009 -0.242 0.217
N -0.767 -4.555 3.996 1.018 -0.416 -0.460
H -2.453 1.600 0.946 -0.623 0.553 0.180
H -0.816 -1.127 1.783 -0.092 -0.108 -0.042
O 3.063 -3.326 -3.699 -1.247 0.025 1.644
H -4.442 1.688 4.435 0.155 -0.115 0.558
C 4.513 -2.372 3.005 0.727 -1.875 -0.393
H -1.704 -6.607 -3.948 -0.080 0.618 0.212
H 0.092 -4.744 3.500 0.220 -0.286 0.156
O -1.987 4.514 -0.477 -0.280 1.493 0.614
H 1.750 -2.439 -5.064 -0.347 0.074 0.155
H 0.006 -0.177 -0.265 -0.269 0.528 -0.066
H -0.014 -6.670 -4.421 -0.057 -0.325 -0.210
H -4.411 -1.093 -3.153 0.488 -0.169 -0.056
H -3.516 3.352 2.802 0.464 0.014 -0.276
H -0.979 6.255 -5.067 -0.536 0.114 0.110
N -1.029 6.074 -2.966 2.536 -2.144 -3.358
C -0.245 -2.938 5.836 -0.632 -0.013 1.189
H -2.693 0.371 2.127 -0.732 -0.044 0.212
C -4.961 1.821 2.353 -0.467 1.302 0.163
H 2.916 3.648 -1.737 0.198 0.013 -0.079
O 1.845 6.886 -3.618 -1.834 -1.150 -0.469
C 0.592 -0.757 0.448 -1.363 0.506 -0.339
C -2.664 -0.898 -2.097 -1.387 -0.518 -1.190
H -2.491 4.839 -3.766 0.435 0.046 -0.583
H 2.007 -0.105 -3.995 0.074 -0.184 0.052
H 3.804 7.358 -3.178 -0.385 -0.159 0.356
C -0.271 6.185 -4.241 -0.434 3.139 -0.263
O -4.122 -0.766 -2.298 1.224 0.271 1.147
C -0.837 -0.570 6.105 -0.890 1.054 -0.726
H -1.015 4.011 -3.185 0.290 0.018 -0.012
O 0.057 -1.570 6.269 1.899 -4.034 0.190
H 1.594 -0.339 0.347 0.076 -0.348 0.760
C -3.561 2.266 2.884 -1.346 -2.184 -2.209
H 2.615 8.646 -3.525 1.061 0.706 -0.614
O 3.475 1.685 0.103 0.485 -1.001 0.351
O 3.763 -0.153 2.747 -0.949 -0.352 -0.861
C -0.761 -5.179 -1.554 -0.554 0.731 1.838
C -3.606 -3.131 0.390 -1.233 0.059 1.388
C -2.597 4.564 -1.735 -0.500 -1.475 0.380